Entry 1:
Here is a structure of composition C5H4NO3 from OMol25. Energies are from ωB97M-V/def2-TZVPD.

The geometry in XYZ format:
```
13
Properties=species:S:1:pos:R:3
C 0.14663 -0.35260 -1.40252
C -0.75362 -2.74696 1.06313
C 1.13928 -0.95693 0.97956
C -0.51296 1.11495 -1.37927
C 0.00474 1.22478 -0.00973
N 0.34381 -0.22046 -0.04704
O -1.50555 -1.87644 0.99639
O 1.83514 -0.20875 1.61614
O 1.03776 -2.16574 0.87154
H -0.15140 1.91689 -2.04879
H -1.62614 0.94369 -1.51365
H 0.81234 1.88878 0.01213
H -0.77002 1.43878 0.86212
```

The energy relative to the best compared isomer or geometry (same formula, charge and spin) is 3.5751 eV. The LUMO energy is 3.97 eV. Its energy is -473.33674 Ha. As for the frontier orbital gap: 8.3198 eV. The spin multiplicity is 1. Its charge is -1.



Entry 2:
Here is a structure of composition C5H4NiO2 from OMol25. Energies are from ωB97M-V/def2-TZVPD.

The geometry in XYZ format:
```
12
Properties=species:S:1:pos:R:3
O -2.50596 1.79182 -0.50099
C -2.57056 0.67190 -0.37480
C -2.65653 -0.70217 -0.30157
C -1.58609 -1.39695 0.15815
C -0.47757 -2.06295 0.02082
H -3.63374 -1.14327 -0.52442
H -0.07729 -2.28826 -0.97157
H -0.11955 -2.70296 0.83251
C -2.31953 -1.89402 2.93651
O -3.44976 -1.44767 2.63049
Ni -3.37986 -1.18137 4.54621
H -2.00628 -2.86303 2.48080
```

The energy relative to the best compared isomer or geometry (same formula, charge and spin) is 0.7278 eV. The LUMO energy (spin up / spin down) is -9.88 / -10.16 eV. Its energy is -1850.79843 Ha. As for the frontier orbital gap (spin up / spin down): 8.3941 / 9.2799 eV. The spin multiplicity is 3. The expectation value of S² is 2.028. Its charge is +2.



Entry 3:
Here is an isolated molecule of C5H4O2 from OMol25. Energies are from ωB97M-V/def2-TZVPD.

The geometry in XYZ format:
```
11
Properties=species:S:1:pos:R:3
C 0.30607 0.27934 0.19933
C -0.58795 -0.28698 1.25330
C -0.34667 -0.09481 2.53970
C -0.06567 0.48008 3.65905
O 0.08229 1.01023 4.69682
C -1.61381 -1.27755 0.42291
O -1.29689 -2.06372 -0.45903
H 0.49542 -0.63240 -0.49211
H 1.22468 0.59374 0.53150
H -0.17885 1.19721 -0.10805
H -2.68717 -0.97849 0.65678
```

The energy relative to the best compared isomer or geometry (same formula, charge and spin) is 3.1669 eV. Its structure (SMILES) is CC(=C=C=O)C=O. The LUMO energy is -1.06 eV. Its energy is -343.27598 Ha. As for the frontier orbital gap: 7.8112 eV. The spin multiplicity is 1. Its charge is 0.



Entry 4:
Here is an isolated molecule of C5H4O2 from OMol25. Energies are from ωB97M-V/def2-TZVPD.

The geometry in XYZ format:
```
11
Properties=species:S:1:pos:R:3
O 2.08321 -1.56015 0.89881
C 1.58395 -0.66562 0.36550
O -0.78038 -1.05050 0.76773
C -1.54352 -0.93624 -0.40411
C -1.19051 0.29190 0.42479
C -0.10895 0.99689 -0.13785
C 1.19602 0.44829 -0.27998
H -0.92492 -1.20191 -1.28026
H -1.99407 0.75936 0.99717
H -0.25314 2.04025 -0.40867
H 1.93232 0.87773 -0.94315
```

The energy relative to the best compared isomer or geometry (same formula, charge and spin) is 4.9453 eV. The LUMO energy (spin up / spin down) is -0.05 / -0.25 eV. Its energy is -343.21062 Ha. As for the frontier orbital gap (spin up / spin down): 8.3262 / 6.8464 eV. The spin multiplicity is 1. Its charge is 0.



Entry 5:
Here is a structure of composition C5H4O7Rh from OMol25. Energies are from ωB97M-V/def2-TZVPD.

The geometry in XYZ format:
```
17
Properties=species:S:1:pos:R:3
O 3.27033 -0.62657 -2.13352
C 2.94522 -1.68875 -1.69904
O 3.18108 -2.81571 -1.50260
O -0.71628 1.45390 1.02030
C -2.08499 1.20847 0.78807
C -2.12111 -0.27812 0.45150
O -1.05254 -0.78093 1.21322
C 0.01670 0.18392 1.17217
H -2.67145 1.42264 1.69776
H -2.45675 1.84191 -0.02990
H -1.95460 -0.44857 -0.62788
H -3.05092 -0.77681 0.75124
Rh 2.54131 1.35776 -2.01795
O 1.43236 1.01385 -0.59892
O 0.79770 0.13450 2.19127
O 1.07216 -1.18704 -0.53882
C 0.85179 -0.01446 -0.13689
```

The energy relative to the best compared isomer or geometry (same formula, charge and spin) is 0.6958 eV. The LUMO energy (spin up / spin down) is -0.05 / -3.40 eV. Its energy is -829.90691 Ha. As for the frontier orbital gap (spin up / spin down): 6.7963 / 7.2059 eV. The spin multiplicity is 6. The expectation value of S² is 8.761. Its charge is 0.



Entry 6:
Here is an isolated molecule of C5H4OS2 from OMol25. Energies are from ωB97M-V/def2-TZVPD.

The geometry in XYZ format:
```
12
Properties=species:S:1:pos:R:3
S -0.99348 0.00353 1.84178
C 0.24143 -0.52146 0.94998
C 1.54501 -0.95521 1.37686
C 2.35592 -0.77747 0.21664
O 1.96979 -0.14782 -0.75467
C 0.50615 -0.07528 -0.37879
C -0.27570 0.30978 -1.45946
S -1.88791 0.84301 -1.57394
H 1.78994 -1.30740 2.31744
H 3.49445 -0.78107 0.27376
H 0.49500 0.43215 -2.25304
H -1.67226 1.41208 -2.81757
```

The energy relative to the best compared isomer or geometry (same formula, charge and spin) is 2.1925 eV. Its structure (SMILES) is S=C1C=CO/C1=C/S. The LUMO energy is -0.82 eV. Its energy is -1064.42461 Ha. As for the frontier orbital gap: 7.3793 eV. The spin multiplicity is 1. Its charge is 0.



Entry 7:
Here is a structure of composition C5H4S2 from OMol25. Energies are from ωB97M-V/def2-TZVPD.

The geometry in XYZ format:
```
11
Properties=species:S:1:pos:R:3
C -0.22365 0.79559 -0.51018
C -0.09960 0.11812 -1.82998
C -0.58734 -0.37252 0.42279
C 0.20592 -0.41334 1.55497
C 1.00912 -0.45630 2.45478
H 0.78723 0.29864 -2.50405
H -0.98474 0.24352 -2.47984
H -1.68891 -0.25472 0.63267
H 1.78301 -0.68910 3.25030
S 0.01738 2.28697 -0.03007
S -0.21841 -1.55686 -0.96138
```

The energy relative to the best compared isomer or geometry (same formula, charge and spin) is 2.5274 eV. The LUMO energy is -0.47 eV. Its energy is -989.17212 Ha. As for the frontier orbital gap: 8.5954 eV. The spin multiplicity is 1. Its charge is 0.



Entry 8:
Here is a cluster of 23 separate species, C5H51BF5N2O24P in total from OMol25. Energies are from ωB97M-V/def2-TZVPD.

The geometry in XYZ format:
```
89
Properties=species:S:1:pos:R:3
N -1.03378 -5.01305 -0.06398
P -1.56034 -4.67519 -1.51833
B -1.14221 -2.81567 -1.65500
C -1.98713 -1.60482 -1.24688
C -3.49052 -1.77491 -1.14527
C -4.20206 -2.05313 -2.43572
F -5.23645 -1.21910 -2.61545
F -4.72019 -3.29754 -2.52245
F -3.40237 -1.93164 -3.52311
N 0.30209 -2.50711 -2.14260
C 0.33943 -1.62711 -3.23503
O 0.51283 -0.45637 -3.26662
F 0.09677 -2.35595 -4.31718
C 1.08601 -2.07080 -1.05986
O 1.00281 -1.02453 -0.49193
F 1.94351 -2.98102 -0.67541
H -1.77689 -5.33842 0.54215
H -0.86416 -5.32115 -2.54514
H -2.90916 -4.89583 -1.76610
H -1.75939 -0.75538 -1.88273
H -1.64946 -1.30358 -0.25133
H -3.87309 -0.83825 -0.76717
H -3.74404 -2.52877 -0.41085
O -3.13453 1.06509 -2.89204
H -3.23876 1.98449 -3.15839
H -2.49184 0.71108 -3.51606
O -0.32875 1.46621 -0.06369
H -0.05961 2.28783 -0.49645
H 0.21706 0.77883 -0.46434
O 2.73181 -0.59184 2.40409
H 2.48692 0.34035 2.34880
H 2.11893 -1.04523 1.81695
O 4.02086 -0.99862 -0.54440
H 3.09130 -0.93763 -0.30908
H 4.43590 -0.29059 -0.02940
O 4.54413 1.40842 3.02652
H 5.46410 1.65922 3.15891
H 4.49682 0.50173 3.35647
O 3.34321 1.98523 -0.83466
H 2.63116 1.53146 -1.30066
H 4.12656 1.79645 -1.36547
O -3.48553 -0.20569 1.63583
H -4.35390 0.07947 1.94683
H -2.87116 0.44232 2.01240
O 1.37722 3.81816 -1.63400
H 2.20636 3.51957 -1.22905
H 1.53521 3.75726 -2.58478
O -3.48854 2.21797 3.15351
H -2.68352 2.70239 2.91661
H -3.92486 2.77721 3.80501
O 5.65376 0.17839 5.68112
H 5.28811 -0.69397 5.86104
H 4.90311 0.77374 5.80559
O -2.81831 -2.37998 3.45273
H -3.22412 -1.79784 2.79217
H -3.48890 -2.46217 4.13813
O 6.20037 -2.84026 -0.89613
H 5.87185 -3.72397 -0.71353
H 5.42368 -2.26302 -0.82654
O 3.91780 3.02362 5.65239
H 4.57844 3.15950 6.33887
H 4.38292 2.61454 4.91164
O 0.06894 2.44762 -3.95760
H -0.05423 1.53728 -3.66812
H -0.78424 2.87995 -3.83266
O -0.88636 0.05851 2.62307
H -0.24260 0.16654 1.91595
H -0.66367 -0.76009 3.08077
O -1.33957 4.45443 -1.86721
H -1.60783 5.27736 -1.45032
H -0.40046 4.33974 -1.64572
O -5.67828 2.33360 1.01370
H -4.91911 2.38578 1.60806
H -5.38400 1.76946 0.29195
O -4.54883 -0.31995 4.69933
H -4.72746 0.17518 5.50384
H -3.73394 0.06114 4.34745
O -1.29375 3.56863 2.04780
H -1.00246 4.38056 1.62506
H -0.72072 2.88432 1.68098
O 6.54898 0.50783 -0.19004
H 7.09534 0.55327 0.59948
H 7.03708 -0.05581 -0.80041
O -2.96482 -5.94098 -4.11606
H -3.52888 -5.46159 -4.73191
H -2.45640 -6.54381 -4.66795
O 2.90522 4.02218 -4.51751
H 2.22694 3.42952 -4.86502
H 3.66765 3.88897 -5.08788
```

The LUMO energy is -1.20 eV. Its energy is -3001.96466 Ha. As for the frontier orbital gap: 7.7131 eV. The spin multiplicity is 1. Its charge is 0.



Entry 9:
Here is a structure of composition C5H5BErO5 from OMol25. Energies are from ωB97M-V/def2-TZVPD.

The geometry in XYZ format:
```
17
Properties=species:S:1:pos:R:3
O 3.63048 -1.02075 -0.26958
C 2.73753 -0.09704 -0.31002
C 1.67756 0.00247 0.89003
C 0.61159 0.69529 0.22790
C -0.77965 1.02795 1.01172
B -1.88342 -0.07651 0.43770
O -3.13431 0.28237 -0.16085
O -1.45452 -1.51033 0.55470
C 0.99282 1.00415 -1.29380
O 0.23230 1.24659 -2.25631
O 2.45684 0.88562 -1.29336
H 1.78024 -0.38820 1.95795
H -1.11467 2.10906 0.84031
H -0.64007 0.80845 2.14605
H -2.93600 0.34921 -1.13920
H -1.08386 -1.74202 -0.34183
Er -1.09286 -3.57632 -1.00142
```

The LUMO energy (spin up / spin down) is -14.32 / -15.72 eV. Its energy is -1608.21939 Ha. As for the frontier orbital gap (spin up / spin down): 7.3626 / 5.8831 eV. The spin multiplicity is 4. The expectation value of S² is 3.767. Its charge is +3.



Entry 10:
Here is a structure of composition C5H5Br15 from OMol25. Energies are from ωB97M-V/def2-TZVPD.

The geometry in XYZ format:
```
25
Properties=species:S:1:pos:R:3
C 2.06452 -8.19940 -2.23594
Br 1.70935 -7.46727 -4.10540
Br 3.88522 -7.68069 -1.54882
Br 2.14652 -10.23300 -2.26882
H 1.33473 -7.74557 -1.56547
C -1.85007 -5.35780 3.06138
Br -3.35168 -4.65441 4.10149
Br -1.65970 -4.57045 1.27470
Br -1.83988 -7.36601 2.83147
H -0.96918 -5.14927 3.66855
C 6.20827 -10.02999 2.75325
Br 7.02862 -11.47373 3.73940
Br 5.85653 -8.39251 3.94865
Br 4.52167 -10.57971 1.84440
H 6.94562 -9.72201 2.01193
C -0.93441 -11.32979 3.10323
Br -0.39774 -12.96648 2.19616
Br -0.80468 -11.59760 5.05959
Br -2.82800 -11.05628 2.78751
H -0.49366 -10.39198 2.76507
C 2.05622 -8.16971 2.60309
Br 1.55731 -9.14554 4.29235
Br 1.47308 -6.32532 3.01281
Br 1.28385 -8.88143 0.92522
H 3.13909 -8.18476 2.72661
```

The energy relative to the best compared isomer or geometry (same formula, charge and spin) is 1.3293 eV. The LUMO energy is -0.86 eV. Its energy is -38803.62540 Ha. As for the frontier orbital gap: 9.1971 eV. The spin multiplicity is 1. Its charge is 0.